# C5H11NO

An isolated molecule of C5H11NO at a distorted geometry (ωB97M-V with the def2-TZVPD basis set, OMol25).

The HOMO energy is -9.933 eV. Its charge is 0. The LUMO energy is 0.94 eV. The calculation puts the largest force on an atom at 5.206 eV/A. As for the SMILES: CCCCC(N)=O. The calculation puts the total energy at -327.0430 hartree. The value obtained for the orbital gap is 10.87 eV.

Geometry as XYZ:
```
18
Properties=species:S:1:pos:R:3:forces:R:3
C 1.98540 0.92076 -2.41563 -0.76 -0.05 0.99
C 1.81820 0.14742 -1.00943 2.67 -0.77 -2.36
C 0.53979 0.64400 -0.34424 1.30 0.70 2.75
C -0.60981 -0.39906 -0.28927 3.08 0.55 4.16
C -1.33364 -0.27355 1.08524 1.17 -2.59 -1.10
N -1.48577 -1.54481 1.59123 -0.13 -0.14 -0.46
O -1.41991 0.64781 1.82369 -0.69 2.29 0.35
H 2.13679 2.04102 -2.18273 -1.08 -1.61 -0.57
H 1.17934 0.58882 -3.14531 0.42 1.16 1.08
H 2.86140 0.69878 -2.97233 1.19 -0.67 -0.13
H 1.70024 -1.03890 -1.18296 0.70 2.65 0.31
H 2.94217 0.37036 -0.44708 -3.59 -0.77 -1.07
H 0.98932 0.86847 0.69039 -1.64 0.06 -1.05
H 0.09102 1.57540 -0.77903 0.90 -0.64 0.40
H -0.96794 -0.22245 -1.20527 -2.82 -0.15 -3.11
H -0.15051 -1.38172 -0.15787 -0.09 0.05 -0.78
H -1.98162 -1.71950 2.40630 -0.90 0.50 1.92
H -1.44013 -2.38652 1.08770 0.28 -0.58 -1.34
```
Forces are in eV/Å.